Record 1
C3H3I | ωB97M-V/def2-TZVPD

```
7
Properties=species:S:1:pos:R:3:mulliken_charge:R:1
C 0.793 -0.454 -0.407 -0.23
C 0.021 0.560 0.125 -0.12
C 1.445 0.199 0.578 -0.17
I -4.048 -0.550 -0.515 -0.72
H 0.731 -1.170 -1.148 0.39
H -0.988 0.795 0.012 0.42
H 2.046 0.619 1.355 0.44
```

Calculated values
Largest force on an atom = 0.1184 Eh/bohr
Total charge = 0
Energy relative to the best compared isomer or geometry (same formula, charge and spin) = 77.7 kcal/mol
Highest occupied orbital energy (spin up / spin down) = -7.055 / -6.587 eV
Spin multiplicity = 1
Molar mass = 165.96 u
Orbital gap (spin up / spin down) = 4.8 / 3.6 eV



Record 2
C3H3I | ωB97M-V/def2-TZVPD

```
7
Properties=species:S:1:pos:R:3:nbo_charge:R:1
C 0.209 0.679 -0.390 -0.40
C -0.869 0.497 0.405 -0.07
C 1.170 -0.287 -0.238 -0.35
I 3.157 -0.005 0.046 0.20
H 0.522 1.660 -0.935 0.23
H -1.420 -0.325 0.797 0.18
H 0.743 -1.204 0.272 0.21
```

Calculated values
Largest force on an atom = 0.0619 Eh/bohr
Total charge = 0
Energy relative to the best compared isomer or geometry (same formula, charge and spin) = 58.5 kcal/mol
Highest occupied orbital energy (spin up / spin down) = -7.849 / -8.813 eV
Spin multiplicity = 1
Molar mass = 165.96 u
Orbital gap (spin up / spin down) = 7.4 / 8.1 eV



Record 3
C3H3I2NOS | ωB97M-V/def2-TZVPD

```
11
Properties=species:S:1:pos:R:3:nbo_charge:R:1
C -1.759 -0.857 0.854 0.88
C 0.672 -0.237 1.096 -0.35
C 0.420 1.445 -0.941 -0.65
N -0.636 -0.722 1.230 -0.57
O -2.888 -1.020 0.664 -0.51
S 0.544 1.582 0.812 0.33
I 1.571 0.357 -2.222 0.47
I -0.355 -1.927 -2.469 -0.28
H 1.352 -0.251 1.944 0.23
H 0.998 -0.827 0.171 0.24
H 0.082 2.456 -1.140 0.21
```

Calculated values
Largest force on an atom = 0.0476 Eh/bohr
Total charge = 0
Energy relative to the best compared isomer or geometry (same formula, charge and spin) = 0.0 kcal/mol
Highest occupied orbital energy (spin up / spin down) = -8.520 / -8.394 eV
Spin multiplicity = 1
Molar mass = 354.94 u
Orbital gap (spin up / spin down) = 7.2 / 6.3 eV



Record 4
C3H3I3 | ωB97M-V/def2-TZVPD

```
9
Properties=species:S:1:pos:R:3:nbo_charge:R:1
C -0.092 -1.102 0.196 -0.53
C -0.676 1.968 2.114 -0.48
C 0.398 -0.301 -1.009 -0.75
I -1.153 -2.902 -0.263 0.09
I 1.325 2.317 1.611 0.27
I -1.548 0.204 1.286 0.74
H 1.278 -0.819 -1.535 0.25
H 0.793 0.804 -0.625 0.21
H -0.324 -0.168 -1.775 0.20
```

Calculated values
Largest force on an atom = 0.0640 Eh/bohr
Total charge = 0
Energy relative to the best compared isomer or geometry (same formula, charge and spin) = 154.2 kcal/mol
Highest occupied orbital energy (spin up / spin down) = -7.280 / -7.588 eV
Spin multiplicity = 1
Molar mass = 419.77 u
Orbital gap (spin up / spin down) = 5.0 / 5.7 eV



Record 5
C3H3IN2O | ωB97M-V/def2-TZVPD

```
10
Properties=species:S:1:pos:R:3:nbo_charge:R:1
C 0.803 -0.398 0.269 0.19
C -1.625 1.398 0.620 0.29
C 0.866 -1.645 -0.493 -0.72
N 0.878 0.814 0.048 -0.13
N 0.856 1.993 0.261 -0.02
O -1.050 2.418 0.440 -0.45
I -3.757 1.385 0.883 0.10
H 0.997 -1.468 -1.598 0.23
H 1.903 -2.033 -0.230 0.26
H 0.130 -2.465 -0.199 0.27
```

Calculated values
Largest force on an atom = 0.0652 Eh/bohr
Total charge = 0
Energy relative to the best compared isomer or geometry (same formula, charge and spin) = 125.2 kcal/mol
Highest occupied orbital energy (spin up / spin down) = -8.463 / -8.634 eV
Spin multiplicity = 1
Molar mass = 209.97 u
Orbital gap (spin up / spin down) = 7.4 / 6.9 eV



Record 6
C3H3IN2O | ωB97M-V/def2-TZVPD

```
10
Properties=species:S:1:pos:R:3:lowdin_spin:R:1
C 0.114 0.718 1.315 0.41
C 0.104 0.930 -0.129 0.01
C -0.361 -1.555 1.260 0.52
N -0.037 -0.489 1.685 0.19
N -0.428 0.081 -0.903 0.24
O -0.342 0.470 -2.223 0.07
I 0.358 -3.316 0.417 0.55
H 0.415 1.534 2.038 0.02
H 0.511 1.927 -0.601 0.00
H -0.335 -0.300 -2.859 0.00
```

Calculated values
Largest force on an atom = 0.1207 Eh/bohr
Total charge = 0
Energy relative to the best compared isomer or geometry (same formula, charge and spin) = 55.8 kcal/mol
Highest occupied orbital energy (spin up / spin down) = -6.168 / -9.581 eV
Spin multiplicity = 3
Molar mass = 209.97 u
Orbital gap (spin up / spin down) = 6.5 / 7.9 eV